# 1
C4H10N2 | the ωB97M-V functional and the def2-TZVPD basis

Last column: Mulliken charge in e.
Element x y z (Å)
C1 -0.965 -2.742 -1.313  -0.26
N1 -0.965 -1.554 -0.874  -0.28
C2 -1.496 -0.532 -1.733  -0.67
H1 -0.813 -3.604 -0.669  0.25
H2 -1.338 -2.894 -2.316  0.22
H3 -0.963 0.415 -1.552  0.13
H4 -1.394 -0.756 -2.797  0.31
H5 -2.561 -0.312 -1.629  0.29
C3 1.805 0.447 2.308  -0.35
N2 0.953 0.970 1.535  -0.24
C4 0.937 2.327 1.025  -0.67
H6 2.058 -0.584 2.077  0.24
H7 2.118 0.796 3.304  0.24
H8 0.210 2.428 0.210  0.19
H9 0.488 3.010 1.754  0.32
H10 1.927 2.583 0.672  0.28

Forces on atoms 1 to 2 (eV/Å):
C -0.9 1.0 0.2
N -0.4 -0.9 0.8

Output
Charge   0
HOMO level   -8.265 eV
Energy relative to the best compared isomer or geometry (same formula, charge and spin)   3.539 eV
Spin multiplicity   1
Electronic energy   -267.795290 Eh
SMILES string   C=NC.C=NC

# 2
C4H10N2 | the ωB97M-V functional and the def2-TZVPD basis

Last column: Mulliken charge in e.
Element x y z (Å)
C1 -1.528 1.614 -0.788  -0.80
C2 0.043 0.265 1.433  -1.15
N1 -0.405 0.700 -0.975  -0.39
C3 -0.001 -0.103 -0.015  0.56
N2 1.860 -1.839 -0.129  -0.56
C4 0.725 -1.174 -0.700  -0.60
H1 0.525 -0.199 -1.704  0.41
H2 2.344 -1.311 0.589  0.24
H3 1.731 -2.754 0.292  0.23
H4 0.045 -1.856 -1.211  0.30
H5 -2.487 1.088 -0.736  0.27
H6 -1.575 2.304 -1.631  0.29
H7 -1.419 2.195 0.133  0.26
H8 0.220 1.331 1.599  0.35
H9 -0.916 0.015 1.898  0.29
H10 0.838 -0.276 1.947  0.31

Forces on atoms 1 to 2 (eV/Å):
C 0.2 0.0 0.2
C -0.7 -0.3 0.2

Output
Charge   0
HOMO level   -7.687 eV
Energy relative to the best compared isomer or geometry (same formula, charge and spin)   3.470 eV
Spin multiplicity   1
Electronic energy   -267.797818 Eh

# 3
C4H10N2 | the ωB97M-V functional and the def2-TZVPD basis

Last column: Mulliken charge in e.
Element x y z (Å)
C1 0.505 -2.510 0.049  -0.68
C2 1.725 -2.256 -0.406  0.09
N1 2.375 -1.005 -0.349  -0.53
H1 -0.114 -1.707 0.425  0.14
H2 0.164 -3.528 0.001  0.24
H3 2.424 -3.065 -0.588  0.30
H4 1.861 -0.343 0.219  0.21
H5 2.606 -0.566 -1.228  0.25
C3 -1.419 2.035 -0.937  -0.79
C4 -1.117 1.566 0.273  0.14
N2 -1.633 2.054 1.491  -0.52
H6 -2.034 2.909 -1.061  0.24
H7 -1.024 1.541 -1.810  0.25
H8 -0.168 1.067 0.391  0.20
H9 -2.536 2.475 1.337  0.23
H10 -1.615 1.332 2.192  0.23

Forces on atoms 1 to 2 (eV/Å):
C 0.4 0.1 -0.3
C 0.6 0.2 0.6

Output
Charge   0
HOMO level   -8.498 eV
Energy relative to the best compared isomer or geometry (same formula, charge and spin)   2.086 eV
Spin multiplicity   1
Electronic energy   -267.848684 Eh
SMILES string   C=CN.C=CN

# 4
C4H10N2 | the ωB97M-V functional and the def2-TZVPD basis

Last column: Mulliken charge in e.
Element x y z (Å)
H1 -0.195 -0.955 2.701  0.20
N1 -0.806 -0.944 1.894  -0.72
C1 -0.342 -0.235 0.939  0.49
C2 -1.129 -0.163 -0.349  -0.50
C3 -0.652 -1.162 -1.432  -1.00
N2 0.922 0.355 0.931  -0.21
C4 1.309 1.439 0.043  -0.82
H2 -1.104 0.870 -0.773  0.31
H3 -2.154 -0.410 -0.084  0.30
H4 0.375 -0.898 -1.722  0.24
H5 -0.605 -2.185 -1.030  0.33
H6 -1.298 -1.110 -2.334  0.31
H7 1.444 0.295 1.808  0.23
H8 0.727 2.340 0.271  0.28
H9 1.137 1.125 -0.989  0.23
H10 2.370 1.639 0.127  0.32

Forces on atoms 1 to 2 (eV/Å):
H 0.2 0.0 0.2
N -0.3 0.2 -0.3

Output
Charge   0
HOMO level   -8.820 eV
Energy relative to the best compared isomer or geometry (same formula, charge and spin)   0.433 eV
Spin multiplicity   1
Electronic energy   -267.909413 Eh
SMILES string   [H]/N=C(/CC)NC

# 5
C4H10N2 | the ωB97M-V functional and the def2-TZVPD basis

Last column: Mulliken charge in e.
Element x y z (Å)
H1 -2.192 -2.621 1.804  0.25
N1 -1.451 -1.930 1.787  -0.69
C1 -1.041 -1.796 0.580  0.07
N2 0.272 -1.627 0.239  -0.50
H2 -1.829 -1.942 -0.162  0.39
H3 0.738 -2.301 -0.340  0.22
H4 0.812 -1.370 1.055  0.27
C2 1.990 1.727 -0.992  -0.76
C3 0.789 1.568 -0.445  0.09
C4 -0.483 2.108 -1.019  -1.03
H5 2.926 1.399 -0.555  0.28
H6 2.066 1.793 -2.077  0.24
H7 0.788 1.265 0.598  0.33
H8 -0.996 2.636 -0.217  0.27
H9 -0.416 2.808 -1.853  0.34
H10 -1.070 1.293 -1.456  0.24

Forces on atoms 1 to 2 (eV/Å):
H -1.1 1.2 0.0
N 1.7 -0.4 0.2

Output
Charge   0
HOMO level   -8.910 eV
Energy relative to the best compared isomer or geometry (same formula, charge and spin)   2.408 eV
Spin multiplicity   1
Electronic energy   -267.836831 Eh
SMILES string   [H]/N=C/N.C=CC

# 6
C4H10N2 | the ωB97M-V functional and the def2-TZVPD basis

Last column: Mulliken charge in e.
Element x y z (Å)
N1 -0.005 -1.027 -1.825  -0.65
C1 0.493 0.137 -1.098  -0.76
C2 -0.014 0.329 0.338  0.67
N2 0.166 1.614 1.110  -0.59
C3 -1.172 -0.506 0.940  -0.66
C4 0.299 -0.963 1.293  -0.84
H1 -0.992 -0.797 -2.087  0.25
H2 0.546 -1.006 -2.803  0.28
H3 1.613 0.090 -1.238  0.26
H4 0.136 0.950 -1.684  0.36
H5 1.200 1.798 1.222  0.25
H6 -0.191 2.553 0.896  0.22
H7 -1.552 0.295 1.596  0.28
H8 -1.947 -1.089 0.367  0.28
H9 0.605 -1.798 0.738  0.36
H10 0.815 -0.580 2.235  0.30

Forces on atoms 1 to 2 (eV/Å):
N 0.1 -0.5 -2.7
C 0.8 0.6 -0.3

Output
Charge   0
HOMO level   -8.881 eV
Energy relative to the best compared isomer or geometry (same formula, charge and spin)   2.804 eV
Spin multiplicity   1
Electronic energy   -267.822293 Eh
SMILES string   NCC1(N)CC1

# 7
C4H10N2 | the ωB97M-V functional and the def2-TZVPD basis

Last column: Mulliken charge in e.
Element x y z (Å)
C1 -2.083 0.985 1.428  -0.76
N1 -1.218 0.278 0.484  0.12
N2 0.073 0.187 0.678  -0.57
C2 0.825 -0.313 -0.205  0.75
C3 0.212 -0.778 -1.583  -1.22
C4 2.330 -0.306 0.012  -0.89
H1 -2.788 1.710 0.795  0.25
H2 -2.654 0.272 2.119  0.21
H3 -1.442 1.538 2.142  0.31
H4 -1.636 -0.036 -0.359  0.15
H5 1.011 -0.894 -2.334  0.30
H6 -0.430 0.085 -1.928  0.33
H7 -0.392 -1.714 -1.494  0.28
H8 2.619 0.696 0.506  0.27
H9 2.916 -0.488 -0.968  0.26
H10 2.657 -1.224 0.706  0.18

Forces on atoms 1 to 2 (eV/Å):
C -0.7 0.3 -0.2
N -2.0 0.5 0.8

Output
Charge   0
HOMO level   -7.786 eV
Energy relative to the best compared isomer or geometry (same formula, charge and spin)   2.251 eV
Spin multiplicity   1
Electronic energy   -267.842605 Eh
SMILES string   CNN=C(C)C

# 8
C4H10N2 | the ωB97M-V functional and the def2-TZVPD basis

Last column: Mulliken charge in e.
Element x y z (Å)
C1 2.950 1.215 -1.333  -0.71
C2 3.089 0.270 -0.400  0.02
N1 2.069 -0.282 0.373  -0.38
H1 2.070 1.843 -1.432  0.25
H2 3.590 1.150 -2.257  0.19
H3 4.102 -0.089 -0.165  0.23
H4 1.212 0.178 0.630  0.20
H5 2.549 -0.884 1.034  0.21
C3 -1.814 -1.381 0.355  -0.50
C4 -2.645 -0.416 0.797  -0.05
N2 -3.462 0.496 0.120  -0.45
H6 -2.112 -2.078 -0.433  0.24
H7 -0.752 -1.459 0.633  0.10
H8 -2.179 -0.097 1.744  0.24
H9 -4.438 0.313 -0.030  0.21
H10 -3.343 1.499 0.177  0.21

Forces on atoms 1 to 2 (eV/Å):
C 0.5 -0.1 -1.6
C -0.5 0.7 -0.3

Output
Charge   0
HOMO level   -8.045 eV
Energy relative to the best compared isomer or geometry (same formula, charge and spin)   3.706 eV
Spin multiplicity   1
Electronic energy   -267.789139 Eh
SMILES string   C=CN.C=CN

# 9
C4H10N2 | the ωB97M-V functional and the def2-TZVPD basis

Last column: Mulliken charge in e.
Element x y z (Å)
C1 -2.666 -0.184 -0.021  -0.85
C2 -0.382 -0.438 -0.212  -0.03
C3 0.943 1.451 -0.031  -0.84
C4 2.039 -0.799 0.054  -0.83
H1 -3.248 0.088 0.864  0.27
H2 -3.286 0.100 -0.785  0.29
H3 -2.607 -1.272 0.120  0.27
H4 -0.373 -1.599 -0.332  0.26
H5 1.976 1.684 -0.728  0.33
H6 -0.213 1.958 -0.494  0.27
H7 0.863 1.671 1.256  0.22
H8 2.658 -1.174 -0.962  0.24
H9 3.095 -0.284 0.666  0.26
H10 1.679 -1.612 0.845  0.37
N1 -1.339 0.388 -0.003  -0.38
N2 0.862 0.023 -0.238  0.16

Forces on atoms 1 to 2 (eV/Å):
C 0.9 -1.4 3.1
C -0.7 -2.0 0.5

Output
Charge   0
HOMO level   -8.380 eV
Energy relative to the best compared isomer or geometry (same formula, charge and spin)   4.711 eV
Spin multiplicity   1
Electronic energy   -267.752210 Eh

# 10
C4H10N2 | the ωB97M-V functional and the def2-TZVPD basis

Last column: Mulliken charge in e.
Element x y z (Å)
C1 0.410 -0.855 1.327  -1.09
C2 0.184 0.120 0.233  1.67
C3 0.671 1.590 0.473  -1.48
C4 0.746 -0.229 -1.091  -1.80
N1 -1.305 -0.086 0.449  -0.54
N2 -1.940 -0.781 -0.507  -0.25
H1 0.170 -1.863 1.092  0.37
H2 0.322 -0.542 2.420  0.29
H3 0.227 1.965 1.447  0.36
H4 0.081 2.153 -0.287  0.30
H5 1.701 1.619 0.384  0.45
H6 1.649 0.386 -1.086  0.37
H7 0.112 0.317 -1.818  0.48
H8 0.957 -1.207 -1.445  0.38
H9 -2.605 -1.554 -0.211  0.25
H10 -1.381 -1.033 -1.380  0.23

Forces on atoms 1 to 2 (eV/Å):
C 2.7 0.3 2.7
C -1.5 -0.4 1.7

Output
Charge   0
HOMO level (spin up / spin down)   -6.157 / -9.555 eV
Energy relative to the best compared isomer or geometry (same formula, charge and spin)   0.000 eV
Spin multiplicity   3
Electronic energy   -267.716430 Eh
⟨S²⟩   2.01